Entry 1:
# C6H13NO

One molecule with the formula C6H13NO (ωB97M-V/def2-TZVPD, the Open Molecules 2025 dataset).

Maximum force ... 1.7 eV Å⁻¹
Energy above the lowest of the compared OMol25 structures with the same formula, charge and spin ... 1.495 eV
Calculated total energy ... -9969.680 eV
HOMO level ... -0.3066 Ha
Kohn-Sham gap ... 9.337 eV
SMILES ... CCN(CC)C(C)=O

Each line ends with the natural charge from an NBO analysis.
Cartesian coordinates (Å):
C1 -2.336 -0.371 -0.600  -0.62
C2 -1.562 0.189 0.563  -0.19
N1 -0.112 0.206 0.356  -0.57
C3 0.766 0.945 1.250  -0.20
C4 1.495 2.116 0.523  -0.61
C5 0.527 -0.879 -0.324  0.75
C6 0.793 -0.639 -1.819  -0.73
O1 0.656 -1.958 0.185  -0.53
H1 -2.221 -1.456 -0.666  0.21
H2 -3.395 -0.160 -0.564  0.22
H3 -1.921 0.009 -1.533  0.20
H4 -1.884 -0.462 1.403  0.17
H5 -1.827 1.207 0.856  0.20
H6 0.180 1.423 2.032  0.20
H7 1.506 0.237 1.632  0.19
H8 2.163 1.713 -0.243  0.20
H9 0.723 2.720 0.057  0.21
H10 2.114 2.701 1.203  0.21
H11 0.850 0.409 -2.100  0.23
H12 -0.008 -1.120 -2.375  0.24
H13 1.741 -1.092 -2.120  0.23

Cartesian forces (eV/Å) of the 6 atoms listed first:
C 0.594 -0.073 -0.992
C 0.233 -0.736 1.263
N -0.016 0.566 -0.449
C 0.369 0.610 -0.710
C -0.127 -1.012 0.113
C -1.425 0.087 -0.829



Entry 2:
# C6H13NO

A 2-piece molecular cluster, C6H13NO overall (ωB97M-V/def2-TZVPD, the Open Molecules 2025 dataset).

Maximum force ... 1.9 eV Å⁻¹
Energy above the lowest of the compared OMol25 structures with the same formula, charge and spin ... 2.609 eV
Calculated total energy ... -9968.566 eV
HOMO level ... -0.2923 Ha
Kohn-Sham gap ... 8.746 eV
SMILES ... C=CCN/C=C/C.O

Each line ends with the natural charge from an NBO analysis.
Cartesian coordinates (Å):
C1 0.694 1.670 -2.849  -0.38
C2 0.561 1.079 -1.679  -0.22
C3 0.820 -0.397 -1.520  -0.26
N1 1.032 -0.893 -0.163  -0.60
C4 -0.107 -1.377 0.497  0.00
C5 -0.315 -1.433 1.816  -0.29
C6 -1.545 -2.080 2.403  -0.64
H1 0.988 1.300 -3.825  0.19
H2 0.602 2.750 -2.953  0.20
H3 0.465 1.741 -0.828  0.21
H4 0.030 -1.020 -1.946  0.21
H5 1.677 -0.684 -2.141  0.20
H6 1.638 -0.311 0.406  0.37
H7 -0.732 -1.980 -0.146  0.18
H8 0.360 -0.928 2.495  0.19
H9 -1.451 -2.228 3.472  0.21
H10 -2.468 -1.538 2.205  0.21
H11 -1.655 -3.108 2.038  0.21
O1 -0.164 3.525 0.808  -0.93
H12 -0.829 2.889 0.527  0.47
H13 0.400 3.023 1.383  0.47

Cartesian forces (eV/Å) of the 6 atoms listed first:
C 0.158 1.647 -0.922
C 0.679 -0.391 -0.422
C 0.319 -0.696 0.056
N -0.475 0.286 -0.014
C 0.942 -0.566 0.585
C -0.432 0.498 -0.295



Entry 3:
# C6H13NO

C6H13NO as an isolated structure (ωB97M-V/def2-TZVPD, the Open Molecules 2025 dataset).

Maximum force ... 3.7 eV Å⁻¹
Energy above the lowest of the compared OMol25 structures with the same formula, charge and spin ... 9.227 eV
Calculated total energy ... -9961.947 eV
HOMO level ... -0.3065 Ha
Kohn-Sham gap ... 5.669 eV

Each line ends with the natural charge from an NBO analysis.
Cartesian coordinates (Å):
C1 -0.313 -1.816 0.666  -0.07
O1 -0.230 -2.006 -0.678  -0.61
C2 -0.879 -0.396 1.002  -0.40
C3 -2.005 -0.094 0.024  -0.63
H1 0.679 -1.834 1.148  0.14
H2 -0.914 -2.573 1.175  0.21
H3 -0.029 0.282 0.852  0.20
H4 -1.173 -0.284 2.041  0.21
H5 -2.985 -0.095 0.497  0.20
H6 -1.953 -0.826 -0.775  0.23
H7 -1.833 0.879 -0.432  0.21
C4 1.211 1.439 -0.852  -0.25
C5 1.127 2.129 0.329  -0.16
C6 1.575 0.030 -0.826  -0.26
N1 0.279 0.157 -1.372  -0.53
H8 1.395 1.847 -1.828  0.31
H9 1.827 1.903 1.103  0.20
H10 0.358 2.869 0.487  0.20
H11 1.628 -0.451 0.151  0.20
H12 2.392 -0.278 -1.482  0.18
H13 -0.157 -0.880 -1.229  0.43

Cartesian forces (eV/Å) of the 6 atoms listed first:
C 0.840 1.450 0.970
O -0.013 0.574 -1.173
C -0.516 -0.670 -0.393
C -0.325 0.678 0.461
H 0.039 -0.451 0.027
H -0.312 -0.174 -0.289